No. 1
This record from the Open Molecules 2025 dataset describes a structure of composition C7H12N2O2 at a distorted geometry. The level of theory is the ωB97M-V functional and the def2-TZVPD basis.

Element x y z (Å)
C  -1.113371  0.694164  -0.143225
H  2.218947  1.447251  -1.244493
O  -0.955278  1.853056  -0.844707
C  -1.966839  -0.379604  -0.970049
H  -2.285614  0.191448  1.671697
H  -1.934946  1.904321  1.407334
C  0.774004  0.150213  -0.227414
N  2.315961  -1.619254  -0.494354
H  0.849687  -2.812382  1.295276
C  1.199281  1.154180  -1.027681
H  2.252215  -1.486111  -1.506146
H  1.458931  -1.439931  2.200580
H  -1.695064  -1.356658  -0.659210
H  -1.887130  -0.163455  -2.023783
H  -0.495010  0.859896  1.970422
C  0.839783  -1.714883  1.349796
C  0.271944  2.272057  -1.277015
C  -1.428957  0.901605  1.388291
N  1.155882  -1.111394  0.069247
O  0.466085  3.319822  -1.824795
H  -3.043765  -0.136527  -0.661048
H  -0.141272  -1.389797  1.722206
H  3.144526  -1.138015  -0.170929

Cartesian forces, eV/Å:
3.5 -3.0 0.2
0.2 -0.6 -0.3
-1.7 1.8 0.1
-1.0 3.3 2.1
1.7 0.7 0.0
0.8 -0.7 0.4
-4.3 1.6 -1.3
0.7 -0.5 -0.9
0.0 0.4 -0.3
1.5 0.2 0.9
0.1 -0.1 0.3
0.8 0.3 -0.2
0.2 -0.9 0.0
0.3 -0.2 -0.3
-0.9 0.0 0.0
-1.1 -0.4 0.6
0.3 -1.5 0.0
-2.0 0.2 -1.8
-0.1 0.6 0.9
-0.3 -0.4 0.4
1.2 -0.7 -0.5
0.0 -0.2 -0.6
0.2 0.3 0.1

F_max (eV/Å): 4.74
LUMO (eV): 0.6
HOMO level (eV): -8.584
Gap between HOMO and LUMO (eV): 9.136



No. 2
This record from the Open Molecules 2025 dataset describes the ion C5H6NO2 with charge -1 at a distorted geometry. The level of theory is the ωB97M-V functional and the def2-TZVPD basis.

Element x y z (Å)
H  -2.939855  1.028663  0.447745
H  1.476262  1.992667  0.572803
H  -1.239914  1.679378  -0.456730
C  0.848594  -1.182088  0.243013
H  0.706101  -2.297322  0.226938
C  2.165770  -0.966849  0.034821
H  -2.476757  0.787468  -1.329604
C  -2.077492  0.898022  -0.229403
C  1.549770  1.234394  -0.190548
C  -0.076623  -0.242114  0.152173
N  -1.354945  -0.270438  0.180500
H  2.938410  -1.686439  0.024008
O  2.597519  0.354553  0.066381
O  -2.116841  -1.329895  0.257904

Cartesian forces, eV/Å:
0.6 0.6 -0.3
0.0 0.1 1.1
-1.9 -0.6 1.3
2.8 -6.2 -0.6
-0.6 0.9 0.4
-0.2 3.5 1.1
0.4 -0.5 2.0
1.0 1.5 -2.6
-2.3 -1.1 -1.7
1.1 5.5 0.3
-0.7 0.1 -1.0
0.7 -0.6 -0.1
-0.6 -2.1 0.0
-0.3 -1.2 0.2

F_max (eV/Å): 6.86
LUMO (eV): 4.1
HOMO level (eV): -2.130
Total charge: -1
Gap between HOMO and LUMO (eV): 6.211



No. 3
This record from the Open Molecules 2025 dataset describes the molecule C12H11N at a distorted geometry. The level of theory is the ωB97M-V functional and the def2-TZVPD basis.

Element x y z (Å)
H  -1.256060  0.734040  -4.306236
H  -1.667229  -1.901154  3.009355
C  -0.437817  0.517530  -0.859588
C  1.152592  -0.836278  0.558038
C  -1.082261  2.409159  -2.928418
H  -0.769447  -0.986999  -2.384769
H  0.532655  -2.175500  3.697756
H  -0.182336  2.165858  0.433770
C  -0.808751  0.090597  -2.187270
C  1.479565  -1.486491  1.819970
C  -1.093540  1.018420  -3.194634
C  0.385994  -1.655766  2.767488
H  -1.080008  3.102708  -3.804216
C  -0.392677  1.910440  -0.680253
C  -0.911398  -1.605038  2.290821
H  -0.676232  3.930015  -1.484113
C  -0.130776  -0.453133  0.244698
C  -1.192397  -0.978034  1.043523
H  -2.182371  -0.609707  0.736375
H  3.042210  -2.352246  2.940811
H  3.438261  -1.484113  1.638944
H  2.005014  -0.440460  0.059184
N  2.702654  -1.750519  2.224246
C  -0.875644  2.836672  -1.635485

Cartesian forces, eV/Å:
0.3 0.1 2.2
-0.4 0.1 -0.4
-0.5 0.4 -2.3
1.2 -0.5 2.5
0.1 -0.8 -1.0
-0.2 0.4 -0.1
0.4 0.2 0.4
-0.2 0.2 -2.2
0.4 0.0 0.8
-4.9 1.3 0.4
0.1 0.1 -1.4
0.9 -1.4 -2.5
-0.5 -0.5 1.1
-1.1 -0.5 2.9
0.0 1.5 -0.9
-0.6 -1.1 0.2
-1.1 -0.8 0.8
0.3 1.0 0.1
0.2 -0.7 0.4
-0.8 -0.3 0.6
1.1 0.4 -1.0
0.5 0.2 -0.9
2.5 -0.2 0.1
2.4 0.9 0.3

SMILES: Nc1cccc(-c2ccccc2)c1
F_max (eV/Å): 5.09
LUMO (eV): 0.9
HOMO level (eV): -7.616
Gap between HOMO and LUMO (eV): 8.562



No. 4
This record from the Open Molecules 2025 dataset describes a cluster of 2 separate species, C4H9N2S2 in total at a distorted geometry. The level of theory is the ωB97M-V functional and the def2-TZVPD basis.

Element x y z (Å)
H  -0.748739  -1.663493  -0.833733
C  -1.286176  2.945490  0.657271
H  -1.666128  3.897981  0.893811
H  -0.527495  2.922886  -0.039773
C  -0.019036  -1.881929  1.335849
H  2.069235  -0.280184  -0.590800
N  -0.833800  0.108920  0.149505
H  1.353858  -0.302537  -1.839971
S  -0.431258  2.204345  2.087797
H  2.000995  -1.579148  -1.325091
H  -1.995238  2.260730  0.367846
H  0.959304  -2.230680  1.194889
H  -0.652524  -2.713374  1.792321
N  1.450894  -0.886851  -0.957801
C  -0.502139  -1.148331  0.051295
C  -0.403311  0.622938  1.571245
S  0.157277  -0.573802  2.575005

Cartesian forces, eV/Å:
-0.4 -0.7 -0.7
1.1 -0.4 1.6
-0.3 1.1 0.4
1.3 0.6 -1.9
-1.7 0.3 0.0
2.9 2.4 2.9
0.8 1.0 3.5
-1.0 -0.9 0.9
-0.6 0.3 0.0
1.8 -2.8 -0.8
-1.9 -1.2 -0.6
1.3 -0.9 -0.4
0.5 1.1 -1.0
-2.8 1.1 -3.2
-0.1 1.2 2.8
-1.1 -1.7 -3.6
0.2 -0.6 0.4

F_max (eV/Å): 4.75
LUMO (eV): -4.8
HOMO level (eV): -13.774
Total charge: +1
Gap between HOMO and LUMO (eV): 8.973



No. 5
This record from the Open Molecules 2025 dataset describes a cluster of 2 separate species, C3H10OS2 in total at a distorted geometry. The level of theory is the ωB97M-V functional and the def2-TZVPD basis.

Element x y z (Å)
H  -2.675117  -2.137455  0.233661
H  1.660495  -1.332047  0.004269
H  1.334140  0.210459  -0.759845
H  -0.201523  1.093264  0.972838
H  2.928600  -0.439157  -2.297846
H  -2.762765  -0.708729  1.460984
O  2.398629  0.261979  1.037907
S  -1.555729  -0.289622  -0.758380
C  3.207081  -0.535254  -1.221903
H  -1.267008  -1.728493  1.312157
H  3.809596  -1.437043  -1.240588
H  2.690994  -0.410937  1.509122
C  -2.107047  -1.278569  0.715458
H  3.947741  0.273786  -1.023766
C  2.078363  -0.343622  -0.230191
S  -1.427057  1.381197  0.504978

Cartesian forces, eV/Å:
0.5 0.8 0.9
-0.3 0.2 -0.2
-0.6 0.7 0.3
0.1 0.1 0.1
-0.3 0.2 0.9
0.8 -0.7 -1.6
-2.0 4.5 -4.4
-0.6 0.5 2.4
1.7 1.3 -0.9
-0.5 0.6 -0.8
-0.2 -0.5 0.8
2.2 -4.6 3.8
-0.8 -1.7 -0.1
-0.4 -0.3 -0.3
0.0 -1.5 0.0
0.5 0.4 -0.9

SMILES: CCO.CSS
F_max (eV/Å): 6.62
LUMO (eV): 0.4
HOMO level (eV): -9.163
Gap between HOMO and LUMO (eV): 9.590



No. 6
This record from the Open Molecules 2025 dataset describes a structure of composition C36H38Br2N4O5SiZn at a distorted geometry. The level of theory is the ωB97M-V functional and the def2-TZVPD basis.

Element x y z (Å)
C  0.890256  0.331677  2.418030
H  1.309889  -1.014003  5.558954
H  -2.182476  3.518253  -3.598146
H  -5.054943  3.450313  3.857801
H  1.328546  1.216484  -2.028581
H  -4.469140  -0.108142  -2.525061
O  0.135134  4.007075  3.005695
C  -2.044452  3.365497  2.152251
H  -4.139376  1.897945  -4.068647
Si  3.447375  -2.272316  -1.152602
H  2.552919  -3.449789  -3.176410
C  -3.170588  4.323184  4.489568
H  0.033679  6.078417  2.575443
H  1.107774  -3.162645  4.181223
H  -1.339403  -2.871885  -6.043443
C  -3.988895  -1.515884  -0.509209
C  -1.387540  2.231091  -2.122286
O  3.701958  0.393001  0.010282
H  -4.242196  -2.052944  -1.399353
C  1.764427  1.406841  5.747881
H  -3.816483  2.234104  1.950658
C  -1.539148  1.188839  -1.158527
H  0.252027  2.290995  2.581032
C  4.642499  -1.436931  -2.436731
H  4.939476  -0.428692  -2.101868
C  -3.635616  0.605679  -2.442398
H  0.863009  5.098906  1.356365
H  1.182745  -2.933650  1.703335
C  -1.214492  3.977043  3.165134
C  -2.696027  0.271902  -1.436047
H  -0.583926  2.945610  -1.955769
C  2.706493  0.260629  -0.673792
H  3.979188  -3.874330  0.624534
C  -1.757868  -4.191660  -3.688720
C  -0.171032  -2.409659  -2.876053
O  0.993169  1.413643  4.583137
H  2.793839  0.696781  -2.850381
C  1.080184  -0.985948  4.507819
O  -2.728506  -0.797073  -0.622347
H  0.230679  -1.123997  -6.418194
H  5.510703  -2.113308  -2.452782
C  4.134327  -2.823796  0.491733
H  -3.665324  4.860884  5.325792
H  3.797593  -4.333107  -2.196804
C  0.904203  -0.997969  -4.323562
C  0.962628  0.233641  3.875282
H  2.838970  1.302344  5.484633
Br  -2.711891  -5.146503  -4.989832
C  1.154904  -2.058547  2.332320
H  2.176419  -4.347543  -1.631625
H  -4.857128  -0.857635  -0.290013
O  0.027522  -2.306324  -0.473181
C  -3.401047  1.674957  -3.295726
H  2.781364  2.100717  -1.838341
C  -1.813599  4.467461  4.313565
H  -3.831702  -2.200021  0.324285
H  4.183108  -1.416378  -3.467511
C  2.855825  -3.712957  -2.158292
N  0.715880  -1.402902  -3.047156
C  0.199004  -1.547066  -5.435467
H  1.754953  5.372875  2.888783
C  -0.728243  -2.534615  -5.195403
C  -3.970407  3.497447  3.675723
C  -1.856796  -4.715294  -2.398152
C  -0.375753  -2.916492  -1.571070
H  -2.495057  -5.530328  -2.144569
H  -1.157953  4.945840  5.079950
H  3.802674  -2.247961  1.362168
C  -1.078644  -4.108719  -1.385159
H  1.668887  -0.186276  -4.436259
C  -0.923552  -3.063223  -3.940785
Br  -1.179670  -4.970785  0.327502
C  -3.355544  3.028436  2.471355
C  -2.347075  2.538373  -3.059926
N  -0.559012  0.900565  -0.207425
C  0.701149  5.191863  2.443912
C  -0.539164  1.727752  0.855190
H  5.212221  -2.773275  0.542491
C  2.417240  1.049492  -1.883583
C  1.028155  -0.807951  1.710030
Zn  0.990774  -0.729062  -0.350392
C  1.121645  -2.192880  3.692740
H  1.465667  0.731021  6.527367
H  1.606273  2.396624  6.260231
N  -1.405513  2.823504  0.966814
H  -1.867043  3.072132  0.128128
N  0.334872  1.550627  1.908445

Cartesian forces, eV/Å:
-1.3 -0.5 2.5
-0.3 -0.2 0.2
-0.5 -1.4 0.2
0.6 -0.4 -0.1
0.5 -0.5 0.1
0.3 0.7 -0.4
0.5 0.8 0.0
2.0 -0.7 1.3
0.2 0.0 0.2
-1.1 2.1 -0.8
-0.1 -0.2 0.3
-2.0 -0.1 0.6
0.6 -0.7 0.3
0.2 0.0 0.0
0.3 -0.1 0.4
0.6 0.9 0.8
0.0 -0.4 2.4
0.9 0.7 0.4
0.1 -0.5 -0.7
0.6 2.1 0.5
-0.7 -0.4 -1.1
-1.6 -1.1 -3.0
0.4 0.1 0.2
-0.2 -0.4 0.3
0.0 -0.5 -0.3
1.0 -1.6 1.2
-0.2 -0.3 0.3
0.1 -0.3 -0.1
-1.7 -0.3 -0.9
1.9 2.4 0.3
0.1 -0.2 -0.1
-0.4 -1.3 -0.2
-0.7 -0.8 0.2
0.2 -0.1 2.0
-0.8 -1.0 -1.1
-0.5 0.0 0.0
0.2 -0.5 0.3
0.4 -1.1 -1.6
-1.7 -0.6 0.1
0.5 0.2 -0.3
0.2 0.3 -0.3
0.8 0.4 0.2
0.5 -0.5 -0.4
-0.6 0.2 -0.4
0.4 0.1 0.9
0.5 0.0 -1.0
-0.5 -0.2 0.3
-0.2 0.1 -0.8
-0.2 0.2 0.5
-0.9 -0.3 0.1
0.7 0.0 0.0
-1.0 -2.1 -2.6
-0.9 0.7 0.0
0.3 -0.4 0.3
1.3 0.3 0.2
0.0 0.0 -0.2
0.4 0.0 1.1
1.7 -1.0 -0.1
-0.6 0.2 -2.2
-0.3 0.3 1.5
-1.8 -0.3 -0.4
0.0 0.6 -1.9
1.4 1.5 -1.2
1.5 1.7 -0.5
0.3 0.6 4.0
-0.2 -0.5 -0.1
-0.7 -0.3 -0.7
-0.4 -0.1 -0.3
-1.2 -0.9 -0.8
-0.9 -0.8 -0.1
0.5 -0.2 1.0
0.1 0.6 -0.3
-0.1 0.4 2.0
0.3 1.0 -1.2
-0.3 1.5 1.5
1.1 1.0 -0.1
0.6 -1.3 0.2
0.7 0.3 -0.2
-0.5 2.8 -1.8
-0.1 -0.1 -1.5
0.7 0.6 1.6
0.0 1.5 1.2
-0.2 -0.9 0.1
0.3 -0.6 -0.8
0.4 -0.2 0.8
-0.4 0.0 -0.8
-0.7 0.0 -1.2

F_max (eV/Å): 4.10
LUMO (spin up / spin down) (eV): 3.5 / 3.5
HOMO level (spin up / spin down) (eV): -0.371 / 2.445
Total charge: -2
Gap between HOMO and LUMO (spin up / spin down) (eV): 3.843 / 1.067